Molecular formula: C4H7NO3
Method: DFT, wB97M-V/def2-TZVPD

Last column: Löwdin charge in e.
Element x y z (Å)
C 2.1223 -0.7901 -0.2070  -0.099
C -0.3192 -0.7075 -0.0819  -0.428
C -1.6898 -0.3162 -0.3507  -0.460
C -1.8822 0.8461 0.5317  -0.047
H 1.9560 -1.8898 -0.1208  0.073
H 2.6785 -0.6475 -1.2407  0.110
H 3.1908 -0.5957 0.7198  0.180
H 0.8525 1.9469 0.0595  0.186
H -1.6321 0.5839 1.6622  0.131
H -3.0777 1.2182 0.6101  0.134
H -1.3940 1.9827 0.0759  0.170
N 0.8964 -0.0940 -0.1229  -0.147
O 1.0263 1.2149 -0.7400  -0.061
O -0.3975 -1.8423 0.3777  0.104
O -2.3303 -0.9097 -1.1730  0.154

- spin multiplicity = 1
- energy above the lowest of the compared OMol25 structures with the same formula, charge and spin (kcal per mole) = 159.0
- gap between HOMO and LUMO (Ha) = 0.35783
- calculated total energy (Eh) = -436.8900
- E_HOMO (eV) = -9.63